(1)
Here is an isolated molecule of C12H12S in a non-equilibrium geometry from the OMol25 dataset. Energies are from ωB97M-V with the def2-TZVPD basis set.

Properties
Spin multiplicity: 3
HOMO energy (spin up / spin down) in eV: -5.50 / -8.86
Total charge: 0
⟨S²⟩: 2.0127
Orbital gap (spin up / spin down) in eV: 6.3 / 6.9
E_tot in a.u.: -862.450753
Energy above the lowest of the compared OMol25 structures with the same formula, charge and spin in kJ/mol: 78.3
Largest force on an atom in eV Å⁻¹: 6.148

The geometry in XYZ format:
```
25
C12H12S (ωB97M-V with the def2-TZVPD basis set)
C -1.27793 -1.79022 -2.77318
C -1.84569 -0.72043 -2.08714
C 0.02237 -2.17059 -2.48875
C -1.17888 -0.05773 -1.10380
C 0.80624 -1.36122 -1.70757
C 0.18508 -0.35315 -0.91205
C 0.09038 2.13745 1.44415
C -0.59254 1.29753 2.29098
C 0.82128 1.78703 0.40348
C -0.21069 -0.00432 2.36169
C 1.03945 0.34155 0.07837
C 0.82279 -0.44322 1.45783
S 2.37611 -0.23226 2.56014
H -1.81816 -2.24532 -3.58709
H -2.84644 -0.21810 -2.41894
H 0.61842 -3.04308 -2.89662
H -1.77528 0.66478 -0.37999
H 1.94170 -1.34652 -1.87486
H 0.16230 3.15503 1.77601
H -1.38311 1.65278 2.86528
H 1.13006 2.59812 -0.38740
H -0.62384 -0.77390 2.97107
H 2.12585 0.27720 -0.11833
H 0.72924 -1.57563 1.29067
H 2.34781 1.11076 2.64625
```


(2)
Here is a structure of composition C22H24AsBr2ClN4OS5W in a non-equilibrium geometry from the OMol25 dataset. Energies are from ωB97M-V with the def2-TZVPD basis set.

Properties
Spin multiplicity: 3
HOMO energy (spin up / spin down) in eV: -6.78 / -7.20
Total charge: 0
⟨S²⟩: 2.0266
Orbital gap (spin up / spin down) in eV: 5.1 / 5.5
E_tot in a.u.: -11049.078531
Energy above the lowest of the compared OMol25 structures with the same formula, charge and spin in kJ/mol: 148.8
Largest force on an atom in eV Å⁻¹: 4.324

The geometry in XYZ format:
```
61
C22H24AsBr2ClN4OS5W (ωB97M-V with the def2-TZVPD basis set)
W -0.56210 0.85110 -0.46170
Cl 2.83660 -2.78230 4.88310
C 2.25790 -1.85500 3.54660
C 3.03320 -0.72830 3.12920
C 2.69680 -0.02670 2.03680
C 1.58580 -0.47600 1.11940
O 0.90020 0.60430 0.53410
C 0.60870 -1.40860 1.82550
C -0.66280 -1.60560 1.36320
N -1.23320 -0.93140 0.32170
C -2.31270 -1.53360 -0.36330
C -3.07740 -2.62070 0.05700
C -4.01700 -3.17270 -0.80100
C -4.20560 -2.67380 -2.06990
C -3.48220 -1.55490 -2.51700
C -3.63670 -0.99290 -3.80170
C -2.85290 0.09640 -4.14630
C -1.96090 0.63530 -3.25550
N -1.77390 0.16330 -1.96180
C -2.53840 -0.97540 -1.63830
C 1.07320 -2.14230 2.95440
H 3.87840 -0.44680 3.73790
H 3.26460 0.83160 1.70690
H -1.25130 -2.36980 1.85820
H -2.94880 -3.02870 1.04610
H -4.60050 -4.01470 -0.46010
H -4.91720 -3.12520 -2.74250
H -4.35240 -1.40910 -4.48820
H -2.92120 0.54840 -5.12140
H -1.37530 1.50010 -3.55010
H 0.43020 -2.91080 3.35130
S -3.33500 2.94350 -1.36670
As -2.66940 1.69610 0.64460
S -1.45940 3.63240 -1.91680
S -0.25930 3.39540 -0.25430
S -4.44000 0.81430 1.33650
Br 1.07610 -1.98790 -1.33290
C 2.32260 -1.22440 -0.02220
Br 1.17930 1.29250 -2.32830
H 2.95240 -0.52210 -0.57560
H 2.91350 -2.04580 0.37400
C -2.32460 5.81170 2.39010
C -0.90880 5.33320 2.66250
N -0.94650 3.92010 2.99040
C -0.04800 2.96920 2.75770
S -0.60220 1.35460 2.81960
N 1.25920 3.13880 2.54910
C 2.09920 4.31850 2.55980
C 2.64540 4.63180 1.17010
H -2.31430 6.85960 2.10600
H -2.94480 5.69970 3.27500
H -2.76340 5.22630 1.58210
H -0.48200 5.89910 3.49760
H -0.29290 5.47730 1.77100
H -1.87020 3.55450 3.20790
H 1.74720 2.27580 2.32920
H 2.93340 4.12510 3.24250
H 1.54210 5.16460 2.95140
H 3.21530 3.79140 0.78160
H 3.30220 5.49470 1.21720
H 1.84060 4.84110 0.47030
```


(3)
Here is a cluster of 2 separate species, C5H13NO2 in total from the OMol25 dataset. Energies are from ωB97M-V with the def2-TZVPD basis set.

Properties
HOMO energy (spin up / spin down) in eV: -9.54 / -9.54
Total charge: 0
Orbital gap (spin up / spin down) in eV: 8.1 / 8.1
E_tot in a.u.: -403.364141
Energy above the lowest of the compared OMol25 structures with the same formula, charge and spin in kJ/mol: 557.8
Largest force on an atom in eV Å⁻¹: 0.531

The geometry in XYZ format:
```
21
C5H13NO2 (ωB97M-V with the def2-TZVPD basis set)
C 1.22671 -0.16247 -0.02851
C 0.14302 0.80512 -0.57776
C 1.64641 0.21851 1.38144
C 2.42114 -0.17732 -0.98873
C -3.51925 -0.06395 0.28075
N -2.13514 0.18597 -0.04635
O -0.59400 0.33526 -1.55396
O 0.64382 -1.47068 0.05042
H 0.28745 -1.65812 -0.83001
H -1.62869 -0.69354 0.10005
H 0.47095 1.85359 -0.69540
H -0.69397 0.89443 0.29777
H 0.79816 0.14091 2.06325
H 2.43432 -0.44760 1.73616
H 2.02260 1.24349 1.40607
H 2.09310 -0.46020 -1.99140
H 3.16702 -0.89618 -0.64509
H 2.88598 0.80926 -1.05062
H -4.11077 0.84490 0.17847
H -3.62989 -0.46454 1.29986
H -3.92897 -0.83685 -0.38640
```


(4)
Here is a cluster of 3 separate species, C8H12N2O in total in a non-equilibrium geometry from the OMol25 dataset. Energies are from ωB97M-V with the def2-TZVPD basis set.

Properties
HOMO energy in eV: -9.55
Total charge: 0
Orbital gap in eV: 10.2
E_tot in a.u.: -496.636502
Energy above the lowest of the compared OMol25 structures with the same formula, charge and spin in kJ/mol: 409.7
Largest force on an atom in eV Å⁻¹: 5.014

The geometry in XYZ format:
```
23
C8H12N2O (ωB97M-V with the def2-TZVPD basis set)
C -1.97446 -1.74526 -0.12128
C -2.27313 -0.30892 0.17109
C -1.70944 2.08464 -0.20593
C 1.32879 -1.16489 0.95380
C 1.93353 -1.40842 -0.35517
C 2.55224 -0.33019 -0.91930
C 2.50556 0.94437 -0.40393
C 2.12689 1.01361 0.92360
H -0.99785 -2.22308 -0.63261
H -3.25484 -2.24898 -0.58185
H -2.01579 -2.13778 1.08736
H -0.37040 0.33213 -0.28972
H -2.83508 2.13920 0.08957
H -1.18390 3.18998 0.24972
H -1.68781 2.40402 -1.26933
H 0.76663 -1.83231 1.58706
H 1.90919 -2.32371 -1.00904
H 2.96590 -0.59876 -1.91942
H 2.95713 1.86031 -1.02298
H 2.39946 1.84703 1.64395
N -1.22717 0.66612 0.11064
N 1.53776 -0.02017 1.58777
O -3.45320 -0.13893 0.32597
```


Number 1 is which compound? C12H12S